ORCA calculation (wB97M-V/def2-TZVPD) on a molecular structure, C9H19AlF3O2.

The geometry in XYZ format:
```
34
Properties=species:S:1:pos:R:3:mulliken_charge:R:1
C -3.756 -1.951 -2.655 -1.393
C -2.714 -1.356 -1.736 -0.191
O -2.903 -1.687 -0.383 -0.384
C -2.148 -2.803 0.022 -0.524
C -0.626 -2.558 0.136 -0.956
C -0.207 -1.099 0.321 -0.524
C 1.215 -0.860 -0.224 -0.474
C 1.379 0.532 -0.857 -1.120
Al 1.256 2.097 0.442 0.295
C 3.113 2.442 1.308 -0.589
O 3.391 3.837 1.705 -0.400
C 2.746 4.266 2.738 0.822
F 3.384 5.350 3.222 -0.309
F 1.523 4.655 2.476 -0.271
F 2.666 3.401 3.734 -0.276
H -4.755 -1.834 -2.269 0.325
H -3.715 -1.398 -3.587 0.421
H -3.565 -2.983 -2.914 0.307
H -1.714 -1.593 -2.083 0.279
H -2.795 -0.279 -1.806 0.398
H -2.527 -3.092 0.992 0.345
H -2.318 -3.649 -0.647 0.268
H -0.296 -3.101 1.011 0.475
H -0.129 -3.021 -0.710 0.372
H -0.195 -0.893 1.381 0.377
H -0.872 -0.396 -0.156 0.310
H 1.941 -0.957 0.577 0.302
H 1.392 -1.604 -0.995 0.360
H 0.637 0.679 -1.641 0.362
H 2.362 0.551 -1.325 0.443
H 0.170 1.837 1.610 -0.289
H 0.877 3.479 -0.324 -0.366
H 3.354 1.752 2.110 0.353
H 3.828 2.237 0.524 0.255
```

* highest occupied orbital energy: -4.8805 eV
* energy: -1046.84763 Eh
* total charge: -1
* spin multiplicity: 1
* HOMO-LUMO gap: 7.891 eV
* LUMO: 3.011 eV